[1]
{"formula": "C6H10O2", "method": "ωB97M-V/def2-TZVPD", "symbols": ["C", "C", "C", "C", "O", "H", "H", "H", "H", "H", "H", "C", "C", "O", "H", "H", "H", "H"], "xyz": [[-0.40699, -1.12422, 0.14697], [0.30374, -0.08767, -0.74372], [0.20079, -2.25153, 0.59861], [-0.27449, 0.19430, -1.98686], [-1.79335, -1.01573, 0.08260], [-2.18900, -1.70115, 0.63599], [1.36557, -0.33845, -0.69219], [1.27987, -2.31958, 0.61386], [-0.34186, -3.00198, 1.16056], [-0.57593, -0.54701, -2.71373], [-0.64465, 1.17206, -2.26482], [0.28282, 1.30234, 0.44958], [1.45337, 1.85339, 0.84016], [-0.85405, 2.07054, 0.51261], [-1.61225, 1.50693, 0.29500], [-0.05752, 0.12640, 1.08794], [1.48426, 2.85173, 1.25526], [2.37966, 1.30964, 0.72218]], "relative_energy_kcal_mol": 164.5, "homo_lumo_gap_ev": [8.2112, 6.9885], "e_lumo_ev": [-0.1236, 0.0140], "charge": 0, "multiplicity": 1}

[2]
{"formula": "C19H20N2O3", "method": "ωB97M-V/def2-TZVPD", "symbols": ["O", "C", "C", "N", "C", "C", "C", "C", "C", "C", "C", "C", "C", "N", "C", "C", "C", "C", "C", "C", "C", "O", "C", "O", "H", "H", "H", "H", "H", "H", "H", "H", "H", "H", "H", "H", "H", "H", "H", "H", "H", "H", "H", "H"], "xyz": [[0.32340, -3.36590, 0.87422], [-0.30237, -2.36911, 0.57841], [-1.44471, -1.84992, 1.46340], [-1.81303, -0.47383, 1.27802], [-0.98173, 0.50235, 1.94740], [-1.78504, 1.76892, 2.21036], [-2.21214, 2.35735, 0.87438], [-2.87179, 1.30672, 0.02164], [-3.72475, 1.69958, -0.99569], [-4.34830, 0.78020, -1.82011], [-4.10564, -0.56598, -1.61769], [-3.25647, -0.98196, -0.61148], [-2.62643, -0.06218, 0.23756], [-0.07662, -1.65076, -0.53792], [1.01825, -1.94003, -1.44248], [2.16585, -0.98856, -1.21474], [2.42353, 0.04637, -2.09848], [3.46244, 0.95195, -1.88819], [4.21982, 0.78006, -0.75657], [3.95813, -0.25401, 0.14615], [2.93919, -1.14852, -0.05896], [4.85543, -0.19109, 1.17838], [5.70736, 0.89493, 0.88701], [5.28855, 1.51193, -0.31172], [-1.12629, -1.99384, 2.50051], [-2.31060, -2.50068, 1.31285], [-0.08714, 0.74556, 1.35127], [-0.64238, 0.06958, 2.89216], [-2.66751, 1.51305, 2.79946], [-1.18483, 2.48214, 2.77623], [-1.33403, 2.75054, 0.34987], [-2.89934, 3.19205, 1.02605], [-3.90116, 2.75628, -1.14096], [-5.00997, 1.10972, -2.60597], [-4.57488, -1.30501, -2.25032], [-3.07979, -2.03945, -0.49906], [-0.61279, -0.81458, -0.71094], [0.65693, -1.87344, -2.47169], [1.33102, -2.96542, -1.22806], [1.81202, 0.15430, -2.98169], [3.66679, 1.75082, -2.58074], [2.73946, -1.94806, 0.63489], [5.66932, 1.62550, 1.71043], [6.74223, 0.53243, 0.77279]], "relative_energy_kcal_mol": 40.1, "homo_lumo_gap_ev": 8.3874, "e_lumo_ev": 0.6611, "smiles": "O=C(CN1CCCc2ccccc21)NCc1ccc2c(c1)OCO2", "charge": 0, "multiplicity": 1}